Record 1
186
Properties=species:S:1:pos:R:3 method="wB97M-V/def2-TZVPD" de_lowest_ev=1.317 homo_ev=-6.27 homo_lumo_gap_ev=6.17 fmax_ha_per_bohr=0.0574 lumo_energy_ev=-0.1046
Rb 4.14 -12.00 24.90
Rb 4.20 -8.37 22.27
O 0.90 -8.50 25.89
C 1.90 -8.56 24.98
O 2.42 -7.46 24.65
O 2.22 -9.66 24.45
H 0.98 -7.52 26.00
C 7.15 -12.52 20.32
C 6.28 -11.29 20.10
C 5.84 -11.22 18.63
C 4.73 -12.21 18.29
C 3.57 -12.05 19.27
C 3.94 -12.09 20.77
N 5.12 -11.26 20.99
O 5.45 -11.05 22.37
C 4.10 -13.59 21.15
C 2.68 -11.55 21.51
C 7.10 -10.02 20.28
H 8.07 -12.43 19.73
H 6.65 -13.44 19.99
H 7.49 -12.61 21.35
H 6.68 -11.51 17.99
H 5.56 -10.20 18.36
H 5.20 -13.20 18.29
H 4.37 -12.07 17.26
H 2.81 -12.82 19.08
H 3.00 -11.16 18.99
H 3.12 -14.09 21.18
H 4.59 -13.72 22.12
H 4.72 -14.09 20.41
H 2.89 -11.48 22.57
H 1.82 -12.19 21.32
H 2.37 -10.50 21.41
H 8.01 -10.06 19.67
H 7.50 -9.91 21.29
H 6.55 -9.10 20.06
C 12.76 -14.54 22.28
C 11.59 -13.65 22.46
O 11.63 -12.47 22.20
C 10.31 -14.30 22.97
H 13.63 -13.94 22.00
H 12.58 -15.14 21.38
H 12.94 -15.21 23.12
H 9.46 -13.71 22.63
H 10.34 -14.28 24.06
H 10.25 -15.30 22.54
C 9.82 -18.22 19.37
C 9.60 -16.76 19.66
O 10.49 -16.03 20.06
C 8.16 -16.32 19.70
H 9.04 -18.82 19.86
H 10.78 -18.53 19.79
H 9.79 -18.46 18.31
H 7.49 -17.10 20.05
H 7.74 -16.05 18.73
H 7.98 -15.44 20.31
C -0.10 -14.76 23.60
C 0.69 -13.60 24.12
O 1.83 -13.76 24.51
C 0.04 -12.24 24.20
H 0.16 -15.70 24.08
H 0.12 -14.92 22.54
H -1.17 -14.63 23.74
H 0.55 -11.59 24.91
H -0.99 -12.40 24.54
H 0.09 -11.78 23.21
C 2.47 -17.65 23.63
C 2.45 -17.55 22.13
O 1.41 -17.61 21.52
C 3.76 -17.19 21.44
H 3.01 -18.53 24.00
H 1.44 -17.71 23.98
H 2.90 -16.78 24.13
H 3.58 -17.12 20.38
H 4.50 -17.98 21.62
H 4.24 -16.29 21.84
C -0.27 -9.00 20.20
C 0.64 -8.09 20.97
O 1.79 -7.89 20.65
C 0.05 -7.36 22.15
H -0.67 -9.76 20.88
H 0.25 -9.52 19.39
H -1.12 -8.45 19.80
H -0.04 -8.06 22.98
H -0.95 -6.95 21.98
H 0.76 -6.58 22.43
C 3.10 -8.05 15.68
C 4.10 -7.27 16.50
O 4.85 -6.46 16.00
C 4.14 -7.63 17.97
H 3.43 -9.09 15.60
H 3.01 -7.61 14.69
H 2.09 -8.06 16.07
H 3.34 -7.06 18.47
H 5.04 -7.33 18.49
H 3.84 -8.67 18.13
C 6.70 -5.05 18.86
C 7.99 -5.74 18.52
O 9.04 -5.33 18.95
C 7.91 -7.06 17.78
H 6.17 -5.58 19.66
H 6.06 -4.87 18.00
H 6.97 -4.07 19.27
H 8.76 -7.10 17.11
H 6.97 -7.02 17.21
H 7.92 -7.88 18.49
C 10.46 -8.50 20.25
C 11.95 -8.28 20.27
O 12.46 -7.19 20.32
C 12.79 -9.53 20.34
H 10.01 -7.56 19.92
H 10.04 -8.80 21.21
H 10.25 -9.32 19.57
H 12.46 -10.23 19.57
H 12.61 -10.10 21.25
H 13.85 -9.27 20.23
C 2.93 -15.87 17.86
C 4.38 -16.20 17.65
O 5.03 -16.77 18.50
C 5.04 -15.70 16.38
H 2.68 -16.23 18.86
H 2.32 -16.43 17.15
H 2.66 -14.82 17.77
H 6.09 -16.00 16.43
H 4.99 -14.62 16.31
H 4.60 -16.13 15.49
C 2.00 -12.19 15.45
C 1.28 -11.51 14.32
O 1.55 -10.38 13.99
C 0.32 -12.37 13.53
H 1.61 -11.90 16.43
H 3.06 -11.94 15.38
H 1.89 -13.27 15.38
H 0.85 -13.17 13.02
H -0.21 -11.81 12.76
H -0.39 -12.83 14.22
C -0.34 -12.53 18.62
C -0.11 -13.98 18.26
O 0.16 -14.34 17.13
C -0.38 -15.00 19.34
H 0.32 -12.21 19.43
H -1.39 -12.43 18.93
H -0.20 -11.91 17.74
H 0.29 -14.79 20.18
H -0.19 -16.02 19.03
H -1.40 -14.85 19.68
C 7.00 -9.79 12.72
C 6.18 -10.59 13.69
O 5.51 -11.52 13.28
C 6.21 -10.21 15.15
H 7.97 -9.52 13.12
H 6.42 -9.00 12.24
H 7.26 -10.38 11.84
H 7.22 -10.44 15.49
H 5.53 -10.77 15.78
H 5.94 -9.15 15.25
C 9.79 -13.78 17.47
C 8.70 -14.41 16.62
O 8.64 -15.62 16.53
C 7.73 -13.51 15.90
H 10.67 -14.40 17.29
H 9.47 -13.89 18.51
H 10.00 -12.74 17.22
H 6.78 -13.43 16.44
H 7.54 -14.00 14.95
H 8.16 -12.52 15.78
C 8.21 -12.28 25.35
C 9.15 -11.12 25.15
O 9.87 -10.74 26.04
C 9.10 -10.48 23.79
H 8.69 -13.24 25.14
H 7.27 -12.24 24.79
H 7.92 -12.35 26.40
H 9.31 -11.18 22.98
H 9.81 -9.66 23.73
H 8.12 -10.02 23.61
C 7.01 -15.59 22.91
C 6.76 -15.20 24.37
O 5.79 -14.53 24.66
C 7.58 -16.02 25.39
H 6.97 -16.65 22.70
H 7.92 -15.17 22.48
H 6.27 -15.10 22.27
H 7.98 -16.86 24.83
H 6.94 -16.24 26.23
H 8.39 -15.38 25.76

---

Record 2
81
Properties=species:S:1:pos:R:3 method="wB97M-V/def2-TZVPD" de_lowest_ev=16.512 homo_ev=-3.98 total_charge=-1 homo_lumo_gap_ev=5.99 fmax_ha_per_bohr=0.0695 lumo_energy_ev=2.0053
Ag 1.58 0.85 -1.04
C 2.42 3.98 1.22
N 1.38 3.13 0.70
C 0.22 3.83 0.19
C -0.62 2.91 -0.65
N -0.20 2.15 -1.64
C -1.32 1.42 -2.01
C -1.59 0.38 -3.01
C -2.78 -0.23 -3.14
C -5.47 0.42 -2.56
C -4.90 1.85 -2.43
C -2.39 1.78 -1.28
N -1.95 2.73 -0.40
C 3.75 3.30 1.24
N 4.18 2.47 0.35
C 5.47 2.14 0.76
C 6.40 1.29 0.16
C 7.63 1.16 0.77
C 7.94 1.85 1.95
C 7.03 2.69 2.56
C 5.79 2.82 1.94
N 4.66 3.56 2.23
H 2.21 4.36 2.24
H 2.49 4.86 0.58
H 1.14 2.39 1.36
H 0.59 4.66 -0.42
H -0.44 4.25 0.96
H -0.80 0.05 -3.66
H -5.50 -0.03 -3.55
H -6.39 0.48 -2.01
H -5.17 2.46 -3.27
H -2.48 3.18 0.33
H 6.13 0.76 -0.75
H 8.38 0.51 0.33
H 8.91 1.71 2.41
H 7.27 3.23 3.47
H 4.52 4.16 3.02
C 1.88 -1.99 2.52
C 2.14 -0.96 1.46
N 1.44 0.11 1.32
O 0.38 0.24 2.30
C 3.24 -1.19 0.52
C 4.32 -2.19 0.77
N 3.24 -0.54 -0.62
O 4.19 -0.75 -1.44
H 0.90 -1.86 2.95
H 2.63 -1.92 3.31
H 1.95 -2.98 2.06
H -0.41 0.15 1.75
H 4.15 -2.76 1.68
H 5.29 -1.70 0.84
H 4.38 -2.88 -0.07
Cl -3.93 0.76 -1.94
C -4.16 0.24 -0.16
C -4.96 1.10 0.54
C -5.20 0.81 1.88
C -4.63 -0.31 2.46
C -3.83 -1.16 1.69
Cl -3.16 -2.57 2.42
C -3.55 -0.90 0.34
N -2.79 -1.76 -0.44
C -3.30 -2.85 -1.12
C -4.65 -3.20 -1.03
C -5.17 -4.26 -1.78
C -4.33 -4.99 -2.60
C -2.98 -4.67 -2.63
C -2.43 -3.61 -1.91
C -0.96 -3.34 -2.05
C -0.21 -2.73 -0.83
O 0.33 -3.52 -0.05
O -0.25 -1.47 -0.75
H -5.40 1.96 0.04
H -5.84 1.46 2.46
H -4.80 -0.56 3.49
H -1.80 -1.50 -0.61
H -5.31 -2.63 -0.39
H -6.22 -4.49 -1.71
H -4.71 -5.81 -3.20
H -2.31 -5.25 -3.25
H -0.81 -2.68 -2.91
H -0.47 -4.30 -2.26

---

Record 3
75
Properties=species:S:1:pos:R:3 method="wB97M-V/def2-TZVPD" de_lowest_ev=0.000 homo_ev=-12.12 total_charge=+1 homo_lumo_gap_ev=9.18 fmax_ha_per_bohr=0.0334 lumo_energy_ev=-2.9371
N 2.75 -2.26 2.64
B 3.32 -1.78 1.40
O 4.46 -2.27 0.88
N 2.61 -0.75 0.52
C 1.69 0.00 1.17
N 2.16 0.73 2.26
P 2.79 2.31 2.06
O 3.74 2.66 3.10
O 3.25 2.18 0.56
O 1.52 3.26 1.99
N 0.43 0.02 0.82
C -0.68 0.78 1.41
B -1.76 -0.21 2.06
O -2.18 -0.13 3.35
O -2.29 -1.15 1.23
H 1.74 -2.28 2.70
H 3.11 -1.88 3.51
H 5.13 -2.53 1.52
H 2.18 -1.20 -0.29
H 1.52 0.71 3.04
H 3.59 3.01 0.21
H 1.39 3.75 2.81
H 0.16 -0.57 0.04
H -1.18 1.30 0.59
H -0.31 1.54 2.09
H -1.61 0.33 3.96
H -2.49 -1.99 1.65
C 0.39 7.57 2.30
C 0.21 6.29 1.51
C -0.05 6.58 0.04
O -0.83 5.49 2.07
H -0.52 8.18 2.25
H 0.58 7.35 3.36
H 1.22 8.16 1.92
H 1.10 5.68 1.60
H -0.97 7.16 -0.07
H -0.18 5.65 -0.52
H 0.77 7.14 -0.40
H -1.66 5.97 1.99
C 0.99 -3.17 -4.33
C 1.45 -3.02 -2.89
C 1.99 -4.32 -2.33
O 0.37 -2.51 -2.08
H 0.19 -3.92 -4.38
H 0.61 -2.23 -4.71
H 1.81 -3.51 -4.96
H 2.22 -2.25 -2.83
H 1.23 -5.10 -2.34
H 2.34 -4.19 -1.31
H 2.84 -4.66 -2.94
H -0.35 -3.16 -2.12
C -4.53 3.94 0.20
C -4.41 5.11 1.16
C -5.76 5.70 1.51
O -3.54 6.11 0.62
H -4.99 4.27 -0.74
H -3.55 3.53 -0.04
H -5.15 3.15 0.61
H -3.91 4.77 2.07
H -6.25 6.08 0.61
H -5.64 6.53 2.21
H -6.41 4.96 1.97
H -3.94 6.45 -0.19
C 0.90 -9.38 -4.04
C 0.98 -8.22 -3.06
C 0.36 -8.56 -1.72
O 0.37 -7.05 -3.61
H -0.14 -9.64 -4.22
H 1.36 -9.11 -4.99
H 1.40 -10.26 -3.64
H 2.03 -7.94 -2.91
H -0.70 -8.80 -1.84
H 0.44 -7.72 -1.03
H 0.85 -9.43 -1.26
H -0.56 -7.25 -3.77

---

Record 4
108
Properties=species:S:1:pos:R:3 method="wB97M-V/def2-TZVPD" smiles="CCc1cc2c(cc1[PH2]=N)Sc1c(C[C@H]3CO3)c(CCCCCN)cc(C(F)(F)C(F)(F)C(F)(F)C(F)(F)F)c1N2CCCCOC(C)=O.CC(C)=O.CC(C)=O" homo_ev=-8.27 homo_lumo_gap_ev=8.14 fmax_ha_per_bohr=0.1077 lumo_energy_ev=-0.1301
C 1.22 -6.48 2.20
C 1.58 -6.87 0.69
C 0.90 -5.94 -0.37
C 0.70 -4.51 -0.05
C 0.04 -3.58 -0.98
C -0.41 -4.14 -2.25
C -0.22 -5.56 -2.62
C 0.43 -6.49 -1.68
P 0.62 -8.30 -2.10
N -0.81 -9.01 -1.96
S -1.24 -3.00 -3.41
C -0.45 -1.41 -2.94
C -0.30 -0.43 -4.01
C -0.73 -0.69 -5.48
C -2.24 -0.04 -5.70
C -3.15 -0.86 -6.79
O -3.34 -0.87 -5.22
C 0.32 0.86 -3.69
C 0.57 1.98 -4.76
C 2.03 1.85 -5.42
C 3.12 1.98 -4.29
C 4.60 2.17 -4.82
C 5.45 2.76 -3.60
N 6.18 1.68 -2.87
C 0.72 1.11 -2.31
C 0.57 0.12 -1.22
C 1.06 0.53 0.20
F 0.51 -0.21 1.23
F 2.45 0.26 0.22
C 0.87 2.05 0.55
F -0.33 2.55 0.04
F 1.85 2.87 0.00
C 0.84 2.40 2.10
F 0.83 3.79 2.16
F -0.34 2.03 2.71
C 2.09 1.94 2.94
F 1.97 0.70 3.50
F 2.18 2.82 4.01
F 3.28 2.03 2.29
C -0.02 -1.21 -1.54
N -0.13 -2.22 -0.51
C -1.45 -2.18 0.23
C -2.35 -0.93 -0.05
C -3.71 -1.18 0.78
C -4.17 0.08 1.60
O -3.18 0.58 2.51
C -3.01 -0.24 3.62
C -1.55 -0.36 4.19
O -3.89 -0.83 4.20
H 0.83 -7.39 2.73
H 2.16 -6.14 2.70
H 0.40 -5.72 2.28
H 1.14 -7.90 0.55
H 2.69 -6.92 0.59
H 1.06 -4.18 0.96
H -0.59 -5.93 -3.61
H 1.47 -8.95 -1.15
H 1.04 -8.49 -3.45
H -1.08 -9.44 -2.84
H -0.07 -0.16 -6.23
H -0.84 -1.77 -5.75
H -2.34 1.10 -5.68
H -4.05 -0.22 -6.95
H -3.14 -1.97 -6.78
H -0.21 2.00 -5.56
H 0.58 2.99 -4.26
H 2.08 0.85 -5.93
H 2.22 2.69 -6.16
H 2.79 2.80 -3.60
H 3.10 1.01 -3.72
H 5.05 1.16 -5.01
H 4.69 2.83 -5.72
H 4.74 3.22 -2.85
H 6.15 3.59 -3.92
H 6.92 2.14 -2.31
H 5.57 1.26 -2.17
H 1.19 2.11 -2.12
H -1.98 -3.15 0.06
H -1.19 -2.15 1.33
H -2.69 -0.86 -1.12
H -1.92 0.02 0.33
H -3.47 -1.98 1.55
H -4.52 -1.62 0.14
H -4.49 0.89 0.90
H -5.11 -0.22 2.15
H -0.85 -0.55 3.33
H -1.29 0.66 4.61
H -1.47 -1.17 4.95
C -4.54 3.59 2.69
C -5.71 4.24 3.39
C -5.49 4.72 4.80
O -6.78 4.36 2.83
H -4.84 3.30 1.68
H -3.71 4.30 2.61
H -4.22 2.70 3.23
H -4.71 5.47 4.82
H -5.22 3.87 5.44
H -6.42 5.16 5.18
C 1.98 4.22 6.58
C 2.50 5.26 7.54
C 3.57 6.20 7.05
O 2.07 5.34 8.68
H 1.21 3.62 7.07
H 1.54 4.71 5.71
H 2.79 3.57 6.27
H 3.19 6.77 6.20
H 4.45 5.63 6.75
H 3.85 6.89 7.84

---

Record 5
50
Properties=species:S:1:pos:R:3 method="wB97M-V/def2-TZVPD" de_lowest_ev=3.255 homo_ev=-6.40 total_charge=-1 homo_lumo_gap_ev=8.15 fmax_ha_per_bohr=0.0560 lumo_energy_ev=1.7512
O 3.94 -1.84 -3.25
H 4.50 -1.60 -2.48
H 3.11 -2.10 -2.85
O -0.29 -1.31 -1.45
H -1.11 1.57 -4.29
H 0.37 -0.66 -1.09
O 2.78 3.38 3.90
H 3.07 2.70 3.26
H 2.42 4.08 3.30
O 1.72 -3.96 1.10
H 2.37 -4.63 1.31
H 1.91 -3.52 0.27
O 3.74 -1.52 -0.79
H -3.96 5.12 0.83
O 1.75 -0.66 0.79
H 1.89 2.24 -1.37
H 0.89 -0.12 0.79
O -4.76 -2.54 -1.24
H -3.72 -0.85 3.36
H -4.74 -2.40 -0.28
O -2.66 2.51 0.17
H -2.18 3.35 0.14
H 3.62 -2.12 -0.05
O -3.82 -1.79 3.36
H -4.02 -3.17 -1.26
H -0.91 -0.56 -1.23
O -0.49 0.85 -4.27
H -0.21 0.67 -3.37
H -3.50 -2.17 2.55
O -2.30 -5.67 0.64
H -1.59 -5.62 -0.03
H -4.53 3.57 0.48
O -4.68 4.52 0.64
H 2.72 4.56 1.03
H -0.79 0.36 1.61
O -2.34 -2.01 1.09
H -1.45 -2.32 0.87
H 2.88 -1.06 -0.80
O 3.14 2.98 -2.62
H 3.60 2.39 -3.23
H 3.48 2.83 -1.74
O 1.44 1.48 -0.88
H -2.32 -1.03 0.97
H -2.14 1.81 0.59
O -0.69 0.40 0.66
H -1.80 -5.78 1.47
H 0.66 1.89 -0.42
O 2.15 4.88 1.75
H 1.44 4.42 1.25
H 1.42 -1.56 0.84